# 1
ORCA calculation (ωB97M-V/def2-TZVPD) on a gas-phase ion, C5H5N2 (charge +1) in a non-equilibrium geometry.

Structure (XYZ):
```
12
Properties=species:S:1:pos:R:3:forces:R:3
C 1.43286 -1.20351 -0.37079 -2.068 0.183 -0.013
N 0.29854 -1.33734 -0.07911 2.814 -0.290 -0.740
C -0.92066 -1.05850 0.39844 -2.332 -2.243 0.392
C -1.51337 0.13805 0.09245 -0.493 0.916 -0.123
C -0.71091 1.21580 -0.48386 -0.332 0.615 0.226
C 0.52528 1.23867 0.01145 0.336 -0.089 -0.203
N 1.61655 0.84282 0.34869 -0.170 0.255 -0.218
H 2.26663 -1.23908 -1.05911 -0.095 -0.347 0.272
H -1.43315 -2.03491 0.77175 0.634 2.320 -0.349
H -2.60449 0.38572 0.28049 1.474 -0.850 -0.216
H -1.09190 2.05601 -1.10793 0.182 -0.908 0.676
H 2.13462 0.99629 1.19753 0.050 0.439 0.296
```
Positions in Å, forces in eV/Å.

Summary:
Multiplicity: 1
Charge: +1
Maximum force in eV/Å: 3.3
SMILES string: C#[N+]/C=C\C=C=N
Kohn-Sham gap in eV: 9.1
LUMO in eV: -4.900
E_tot in a.u.: -302.64075

The computed Löwdin charges, all in e, follow:
1. C 0.231
2. N 0.067
3. C -0.098
4. C -0.008
5. C -0.035
6. C -0.104
7. N 0.199
8. H 0.142
9. H 0.176
10. H 0.154
11. H 0.143
12. H 0.134

---

# 2
ORCA calculation (ωB97M-V/def2-TZVPD) on 14 unconnected molecules or ions with the total composition C61H70N14 in a non-equilibrium geometry.

Structure (XYZ):
```
145
Properties=species:S:1:pos:R:3:forces:R:3
N 8.51741 1.51344 -0.91330 -0.322 0.466 -0.172
C 7.92859 2.58487 -0.27759 0.883 -0.376 0.118
C 6.62140 2.27060 -0.05138 -0.599 0.014 -0.149
C 6.36319 0.99300 -0.64564 1.110 0.351 -0.151
C 7.57221 0.58382 -1.17652 -1.021 -0.731 -0.242
H 9.47288 1.46223 -1.20947 0.036 0.079 -0.094
H 8.56397 3.42492 -0.05015 -0.320 0.131 0.267
H 5.90372 2.90234 0.44596 0.015 0.007 0.010
H 5.43814 0.45240 -0.74933 -0.090 0.068 0.141
H 7.73957 -0.24011 -1.85462 0.308 -0.108 0.258
N 0.03565 -0.91605 0.55364 0.895 0.479 1.060
C 1.11186 -0.86159 -0.28926 -0.485 -0.533 -1.033
C 2.25220 -0.74882 0.44890 0.748 0.541 0.388
C 1.88156 -0.62234 1.80516 -1.202 -0.300 -0.011
C 0.50396 -0.74532 1.83822 0.055 0.063 0.411
H -0.92486 -1.09028 0.31462 0.017 -0.023 -0.229
H 0.92065 -0.89532 -1.35212 0.307 -0.098 0.016
H 3.29477 -0.68318 0.17587 -0.209 -0.067 -0.629
H 2.54246 -0.45819 2.63799 -0.053 -0.070 0.089
H -0.17026 -0.71151 2.67919 -0.033 -0.051 -0.064
N 6.64567 -6.72406 -2.99383 -0.043 -0.253 -0.010
C 5.80276 -6.00030 -3.78057 -0.455 -0.059 -0.321
C 5.15303 -6.87384 -4.63923 0.276 0.467 0.459
C 5.63289 -8.17240 -4.33866 -0.042 -0.275 0.328
C 6.53390 -8.04382 -3.31048 0.143 -0.094 0.055
H 7.30789 -6.38446 -2.31232 -0.095 0.200 0.081
H 5.62741 -4.95117 -3.60415 0.222 0.052 -0.152
H 4.37516 -6.59830 -5.33200 0.034 -0.036 -0.075
H 5.29037 -9.12384 -4.71326 0.042 0.083 -0.263
H 7.07289 -8.78253 -2.74015 0.103 -0.005 -0.141
N 1.51089 0.37070 -4.46230 -0.365 -0.077 -0.430
C 1.05730 -0.83891 -4.92666 0.164 -0.111 1.010
C -0.11158 -1.11335 -4.23101 0.504 -0.600 -1.607
C -0.42442 0.00558 -3.46511 -0.293 0.424 0.502
C 0.58912 0.92588 -3.61844 0.257 -0.272 0.523
H 2.36421 0.80431 -4.76307 0.010 0.108 -0.049
H 1.66845 -1.40935 -5.60758 -0.149 -0.085 -0.057
H -0.72435 -1.99281 -4.34888 0.034 -0.003 -0.018
H -1.33769 0.04588 -2.89247 0.185 0.447 0.208
H 0.83528 1.82081 -3.07114 -0.243 0.139 -0.167
N -1.55376 -4.50822 -1.52574 -1.041 -0.310 0.435
C -1.32495 -3.17918 -1.64726 0.185 0.244 -0.544
C -2.51329 -2.49835 -1.44904 0.860 -0.559 0.177
C -3.46953 -3.48927 -1.12767 -0.829 0.393 0.229
C -2.87972 -4.71991 -1.18117 0.898 0.156 -0.510
H -0.87316 -5.24177 -1.64040 0.182 0.164 -0.092
H -0.34394 -2.85622 -1.95837 -0.061 0.204 0.069
H -2.67351 -1.43651 -1.52962 0.000 0.025 0.033
H -4.48514 -3.24811 -0.85360 -0.076 -0.313 -0.113
H -3.25942 -5.72417 -1.12088 -0.118 0.038 0.268
N 10.39968 -2.92314 1.15055 -0.962 0.374 0.826
C 9.49079 -2.10817 0.52133 0.614 0.319 0.131
C 8.24685 -2.37963 1.00582 -0.351 0.784 -1.019
C 8.36666 -3.39523 1.96590 0.482 -0.415 0.873
C 9.71009 -3.65546 2.10791 0.507 -0.134 -0.707
H 11.37931 -2.70915 1.16385 0.137 -0.316 0.015
H 9.81586 -1.27576 -0.08290 -0.017 -0.228 -0.239
H 7.40272 -1.81617 0.63648 -0.295 -0.302 0.299
H 7.58906 -3.91458 2.50214 -0.073 0.158 0.056
H 10.25001 -4.34661 2.73343 -0.153 -0.093 0.000
N 10.80755 -4.64807 -5.05905 -0.498 0.491 -0.069
C 11.51203 -3.52248 -4.72337 0.371 -0.016 0.810
C 10.62374 -2.57334 -4.26917 0.161 -0.331 -0.036
C 9.33216 -3.12018 -4.42153 -0.197 -0.109 0.279
C 9.46981 -4.40470 -4.88533 -0.382 0.366 -0.313
H 11.19506 -5.48960 -5.43889 0.056 -0.060 -0.026
H 12.58792 -3.55243 -4.65731 -0.017 0.065 -0.195
H 10.81124 -1.64586 -3.75315 0.343 0.117 -0.328
H 8.43554 -2.58804 -4.14096 -0.173 -0.237 -0.141
H 8.68954 -5.09049 -5.17242 0.193 -0.249 0.071
N 8.75787 -5.27491 -0.48525 -0.239 0.969 0.090
C 9.70626 -5.26138 -1.48003 -0.423 -1.364 -0.169
C 9.99120 -6.60612 -1.73272 0.177 0.365 1.033
C 9.29666 -7.37443 -0.75259 -0.132 -0.393 -0.999
C 8.49362 -6.52416 -0.04428 0.344 -0.374 0.296
H 8.30912 -4.48978 -0.02033 0.451 0.093 -0.444
H 10.05000 -4.35002 -1.93599 -0.072 0.044 -0.053
H 10.67866 -7.10754 -2.39455 0.145 0.591 -0.297
H 9.37686 -8.44988 -0.72197 -0.229 0.008 0.328
H 7.81290 -6.66539 0.77817 -0.024 -0.143 -0.060
N 1.14196 -3.99966 1.41902 -0.557 0.077 0.369
C 1.18933 -4.96894 0.46502 1.188 0.142 0.399
C 1.62130 -6.13038 1.09244 -0.803 0.097 -1.583
C 1.67889 -5.86787 2.46096 -0.142 0.148 1.219
C 1.36362 -4.54110 2.65786 0.354 0.107 -0.701
H 1.02547 -3.01806 1.22624 -0.148 0.030 0.100
H 1.09982 -4.66303 -0.56483 -0.077 -0.340 -0.085
H 1.81676 -7.03799 0.54226 -0.023 -0.177 0.291
H 1.84780 -6.56306 3.26867 0.190 -0.079 -0.139
H 1.31664 -3.92740 3.54026 0.013 -0.066 0.054
N 5.29966 -3.85448 -1.06234 -0.207 -0.512 -0.674
C 6.07729 -3.02669 -1.78402 0.149 -0.533 0.593
C 5.61752 -2.13276 -2.72902 -0.229 0.088 -0.407
C 4.25656 -2.13770 -3.01234 -0.595 0.011 0.436
C 3.45280 -3.04384 -2.34958 0.174 -0.713 0.044
C 4.01773 -3.93246 -1.42154 -0.365 1.763 0.213
H 7.13135 -3.14017 -1.55499 0.092 0.411 -0.066
H 6.28442 -1.46065 -3.25780 0.133 -0.054 0.085
H 3.74610 -1.44487 -3.66978 0.422 0.117 -0.211
H 2.38604 -3.09609 -2.53251 -0.006 0.080 -0.084
H 3.29544 -4.50024 -0.84555 0.533 -0.571 0.180
N 7.83884 0.17360 -4.61532 0.089 0.386 -0.299
C 6.99998 1.21013 -4.44970 -0.137 -0.415 0.540
C 6.79909 2.22637 -5.36240 1.083 -0.255 0.060
C 7.63662 2.20994 -6.47606 -0.823 0.435 -0.499
C 8.47527 1.14156 -6.72428 -0.086 0.159 0.762
C 8.55024 0.14681 -5.74393 -0.235 -0.045 -0.591
H 6.46572 1.20392 -3.50508 -0.111 0.044 -0.021
H 6.11969 3.03499 -5.14115 -0.058 0.021 -0.118
H 7.56127 3.01579 -7.19776 0.059 -0.031 -0.021
H 9.06089 1.13576 -7.63126 0.131 -0.263 0.058
H 9.15661 -0.73158 -5.93131 0.128 -0.027 0.246
N 4.44351 -0.50210 -7.50264 -0.018 -0.757 0.018
C 5.14619 -1.09442 -6.51482 0.189 0.695 -1.105
C 5.04367 -2.42840 -6.18700 0.227 -0.115 0.199
C 4.13990 -3.21366 -6.88133 0.030 -0.595 -0.260
C 3.41867 -2.64799 -7.90664 -0.568 0.941 -0.005
C 3.61238 -1.29578 -8.18971 -0.115 0.330 0.629
H 5.91734 -0.45795 -6.09494 -0.254 -0.118 0.384
H 5.68255 -2.80868 -5.40226 -0.066 -0.212 -0.038
H 4.00849 -4.27795 -6.72243 0.141 0.071 0.443
H 2.59324 -3.15497 -8.38883 0.316 -0.279 -0.239
H 3.01677 -0.80452 -8.94896 0.041 -0.021 -0.137
N 5.37644 -8.49969 2.56099 -0.016 0.431 -0.271
C 5.36089 -7.15962 2.48231 -0.595 -0.031 0.175
C 5.11154 -6.43566 1.32535 -0.644 -0.334 -0.768
C 4.90035 -7.15978 0.15297 -0.072 -0.264 0.498
C 4.99702 -8.53843 0.20445 -0.371 0.032 -0.350
C 5.17444 -9.17874 1.42733 1.353 0.478 -0.089
H 5.43766 -6.62511 3.42161 0.228 -0.061 0.096
H 4.92886 -5.36948 1.29566 0.372 0.077 0.317
H 4.59334 -6.73886 -0.79610 0.302 0.468 0.094
H 4.87787 -9.02796 -0.75604 0.013 -0.554 0.306
H 5.39617 -10.23651 1.50003 -0.562 -0.176 -0.096
N 0.69445 -6.41737 -3.00276 0.351 0.016 -0.417
C -0.21695 -7.38791 -3.04626 0.097 -0.262 0.201
C 0.10672 -8.74077 -3.05448 0.164 -0.146 -0.716
C 1.44474 -9.09195 -3.08250 0.020 0.170 0.140
C 2.40552 -8.09473 -3.04567 -0.126 -0.235 -0.698
C 1.98934 -6.77072 -3.08870 -0.329 -0.208 1.382
H -1.25362 -7.07062 -3.07459 -0.053 0.007 0.074
H -0.62416 -9.52544 -3.19850 -0.287 0.219 0.286
H 1.75830 -10.12436 -3.17022 -0.114 -0.051 0.153
H 3.43993 -8.39569 -3.12368 0.143 0.400 0.159
H 2.72138 -5.97810 -2.99539 -0.005 0.136 -0.338
```
Positions in Å, forces in eV/Å.

Summary:
Multiplicity: 1
Charge: 0
Maximum force in eV/Å: 1.8
Kohn-Sham gap in eV: 8.3
LUMO in eV: 0.470
E_tot in a.u.: -3132.92031

These are the Löwdin partial charges, in e, on atoms 1 to 99:
1. N 0.020
2. C -0.133
3. C -0.103
4. C -0.095
5. C -0.198
6. H 0.142
7. H 0.105
8. H 0.090
9. H 0.078
10. H 0.090
11. N 0.031
12. C -0.148
13. C -0.112
14. C -0.105
15. C -0.147
16. H 0.125
17. H 0.085
18. H 0.085
19. H 0.095
20. H 0.108
21. N 0.054
22. C -0.136
23. C -0.121
24. C -0.135
25. C -0.142
26. H 0.106
27. H 0.086
28. H 0.085
29. H 0.093
30. H 0.109
31. N 0.010
32. C -0.119
33. C -0.126
34. C -0.138
35. C -0.130
36. H 0.140
37. H 0.097
38. H 0.094
39. H 0.087
40. H 0.109
41. N 0.027
42. C -0.163
43. C -0.115
44. C -0.123
45. C -0.115
46. H 0.085
47. H 0.086
48. H 0.080
49. H 0.091
50. H 0.104
51. N 0.030
52. C -0.149
53. C -0.137
54. C -0.120
55. C -0.116
56. H 0.142
57. H 0.100
58. H 0.088
59. H 0.100
60. H 0.111
61. N 0.022
62. C -0.138
63. C -0.129
64. C -0.143
65. C -0.134
66. H 0.144
67. H 0.104
68. H 0.091
69. H 0.072
70. H 0.106
71. N 0.014
72. C -0.111
73. C -0.110
74. C -0.124
75. C -0.146
76. H 0.088
77. H 0.090
78. H 0.084
79. H 0.091
80. H 0.102
81. N 0.037
82. C -0.155
83. C -0.117
84. C -0.121
85. C -0.115
86. H 0.090
87. H 0.081
88. H 0.091
89. H 0.094
90. H 0.105
91. N 0.089
92. C -0.165
93. C -0.084
94. C -0.077
95. C -0.061
96. C -0.152
97. H 0.085
98. H 0.072
99. H 0.091

---

Which of these has the lowest charge? C61H70N14

---

The lowest E_tot belongs to which entry? C61H70N14